Computed, not measured: a molecular structure, C39H34Cl2N4P2RuS4, with the ωB97M-V functional and the def2-TZVPD basis.

```
86
C39H34Cl2N4P2RuS4 | OMol25 | the ωB97M-V functional and the def2-TZVPD basis
Ru -1.02479 -0.11438 -0.72936
C -0.45194 1.11684 3.53411
N -0.62546 0.87514 2.09967
P 0.39610 0.07546 1.01837
C 1.43062 -1.08112 1.92874
C 2.27767 -0.53898 2.90085
C 3.12459 -1.36384 3.61793
C 3.14803 -2.72946 3.35710
C 2.32968 -3.26622 2.37663
C 1.46658 -2.44628 1.66132
C 1.63643 1.18037 0.27647
C 1.36045 2.49425 -0.08902
C 2.32518 3.27223 -0.71126
C 3.57796 2.74114 -0.97783
C 3.86227 1.42700 -0.62722
C 2.89822 0.64769 -0.01499
P -2.06204 1.02694 1.18948
C -2.69541 2.66745 1.67877
C -4.03358 2.85513 2.02684
C -4.48956 4.10383 2.42489
C -3.61966 5.17937 2.49033
C -2.28184 4.99976 2.16951
C -1.82551 3.75644 1.76637
C -3.33223 -0.11244 1.80001
C -4.53460 -0.18521 1.09450
C -5.50627 -1.10159 1.45978
C -5.28160 -1.95960 2.52926
C -4.08644 -1.89768 3.22819
C -3.11136 -0.97997 2.86252
H 0.41765 1.74699 3.71726
H -0.33498 0.18508 4.08661
H -1.33248 1.64310 3.90146
H 2.29879 0.52985 3.07648
H 3.77814 -0.94130 4.36909
H 3.81845 -3.37158 3.91281
H 2.36267 -4.32518 2.15894
H 0.85389 -2.87405 0.88010
H 0.38199 2.90688 0.08467
H 2.09366 4.29127 -0.99259
H 4.33087 3.33751 -1.47500
H 4.83541 1.00880 -0.84803
H 3.13027 -0.37522 0.25344
H -4.72970 2.03112 2.00550
H -5.53013 4.22795 2.69325
H -3.97762 6.15074 2.80410
H -1.58802 5.82674 2.24066
H -0.77353 3.63719 1.57442
H -4.71108 0.47189 0.24958
H -6.43641 -1.14925 0.90880
H -6.03916 -2.67747 2.81444
H -3.90528 -2.57040 4.05581
H -2.17256 -0.96404 3.39843
S -1.41710 -2.27573 0.10682
C -2.79190 -2.19579 -0.94334
C -3.62000 -3.24657 -1.32891
C -4.64260 -2.96984 -2.20981
C -4.81481 -1.66992 -2.68802
C -3.94673 -0.68877 -2.27031
N -2.95788 -0.94219 -1.40033
H -3.43588 -4.24274 -0.95351
H -5.30406 -3.76023 -2.53945
H -5.61037 -1.42623 -3.37695
H -4.05402 0.33463 -2.60003
Cl -3.42650 2.76346 -3.50917
C -1.85721 1.97756 -3.62880
Cl -0.91384 2.16540 -2.12435
H -1.28342 2.46161 -4.41003
H -1.96614 0.91194 -3.80907
S 4.58214 1.53948 -4.26209
C 3.42663 0.48508 -3.74571
S 1.72729 0.85931 -3.71556
C 1.37991 -0.67480 -2.97149
N 2.42391 -1.40237 -2.78529
N 3.55492 -0.77087 -3.23008
C 4.78658 -1.48069 -3.05060
C 4.98143 -2.18078 -1.86842
C 6.16057 -2.88333 -1.68040
C 7.13499 -2.88731 -2.66844
C 6.91978 -2.19833 -3.85265
C 5.74240 -1.49433 -4.05397
S -0.23278 -1.26201 -2.63433
H 4.20143 -2.19606 -1.11920
H 6.31537 -3.43214 -0.76088
H 8.05611 -3.43459 -2.51960
H 7.66948 -2.21085 -4.63219
H 5.57000 -0.96087 -4.97606
```

## Properties
E_HOMO (alpha / beta): -0.36104 / -0.36114 hartree
charge: +1
HOMO-LUMO gap (alpha / beta): 0.2453 / 0.2074 Ha
2S+1: 2
LUMO (alpha / beta): -3.15 / -4.18 eV



Computed, not measured: C24H32N2O4 in the gas phase, with the ωB97M-V functional and the def2-TZVPD basis.

```
62
C24H32N2O4 | OMol25 | the ωB97M-V functional and the def2-TZVPD basis
C 3.97750 0.29548 -3.11656
O 3.69743 -0.39729 -1.92334
C 3.50943 0.33212 -0.78885
C 3.51609 1.70790 -0.71741
C 3.28461 2.37704 0.49169
C 3.29664 3.85637 0.45882
C 3.03910 4.57731 1.76080
O 3.50155 4.46596 -0.56986
C 3.05575 1.62953 1.63902
C 3.04790 0.24583 1.58160
C 3.26424 -0.42242 0.38497
O 3.25954 -1.76695 0.23033
C 2.66605 -2.55678 1.23621
C 2.20127 -3.88786 0.61984
O 1.55858 -4.66263 1.60136
C 1.29811 -3.61656 -0.60139
N 0.28818 -2.62135 -0.27772
C 0.23789 -1.49532 -1.18861
C -0.59245 -0.37584 -0.56245
N -1.92761 -0.86735 -0.30680
C -2.97699 0.04128 -0.16391
C -2.76781 1.41430 -0.04533
C -3.83379 2.29997 0.02410
C -3.58258 3.77148 0.17473
C -5.12920 1.81022 -0.01321
C -5.36694 0.44573 -0.12976
C -6.77648 -0.06572 -0.17388
C -4.29464 -0.42307 -0.20936
C -1.90000 -2.03352 0.55079
C -1.05482 -3.13273 -0.09185
H 3.14720 0.94733 -3.40669
H 4.11609 -0.47289 -3.87533
H 4.89178 0.89009 -3.03009
H 3.68769 2.31891 -1.58937
H 3.79520 4.30646 2.49407
H 2.06040 4.30819 2.15133
H 3.07455 5.64981 1.58759
H 2.88318 2.10788 2.58945
H 2.88318 -0.31462 2.48836
H 3.37659 -2.75567 2.04942
H 1.78007 -2.05190 1.64215
H 3.06729 -4.47497 0.30176
H 0.76847 -4.18461 1.88119
H 1.93616 -3.25127 -1.40762
H 0.84979 -4.56582 -0.91858
H 1.25035 -1.13827 -1.37211
H -0.21870 -1.77766 -2.15386
H -0.64597 0.45654 -1.26537
H -0.09285 -0.03447 0.36050
H -1.76564 1.81145 0.00709
H -4.35638 4.34836 -0.32669
H -3.59123 4.04540 1.23046
H -2.61448 4.04648 -0.23752
H -5.96400 2.49392 0.04424
H -7.27285 0.11617 0.77923
H -7.34432 0.44912 -0.94725
H -6.79970 -1.13352 -0.37654
H -4.48389 -1.47918 -0.33292
H -2.91280 -2.39467 0.72222
H -1.45412 -1.77678 1.52833
H -1.03310 -4.00809 0.56110
H -1.51458 -3.42690 -1.05250
```

## Properties
E_HOMO: -0.28490 hartree
HOMO-LUMO gap: 0.3012 Ha
2S+1: 1
LUMO: 0.44 eV



Computed, not measured: a gas-phase ion, C6H8N (charge +1), with the ωB97M-V functional and the def2-TZVPD basis.

```
15
C6H8N | OMol25 | the ωB97M-V functional and the def2-TZVPD basis
C -2.12549 -0.84056 -0.12917
C -0.79349 -0.70309 0.05894
C -2.56732 0.53613 0.39941
C 0.56094 -1.04897 0.13028
C -1.24872 0.61813 -0.20776
C 2.56864 0.13250 0.11123
N 1.15804 0.07546 0.09222
H -2.68028 -1.57348 -0.62985
H -3.40497 1.12980 -0.20038
H -2.56503 0.66691 1.40825
H 0.95874 -1.97888 0.23322
H -0.82149 1.16111 -0.96946
H 2.95637 0.52924 -0.76783
H 2.78121 0.79626 0.83114
H 3.18128 -0.72064 0.09628
```

## Properties
E_HOMO: -0.55322 hartree
charge: +1
HOMO-LUMO gap: 0.3627 Ha
2S+1: 1
LUMO: -5.18 eV



Calculated values (kcal per mole) of energy relative to the best compared isomer or geometry (same formula, charge and spin) for the records, taken in order: 0.0, 62.1, 132.9.